DFT (ωB97M-V/def2-TZVPD) results for a structure of composition C36H29F6HfN3O5S6Sb in a non-equilibrium geometry.

Last column: Löwdin charge in e.
Cartesian coordinates (Å):
Hf1 -10.85 -2.99 -17.01  1.153
O1 -14.83 -4.15 -21.69  0.025
C1 -14.23 -3.99 -20.70  -0.942
S1 -13.59 -5.27 -19.62  1.013
C2 -12.97 -4.26 -18.36  -1.147
C3 -13.19 -2.89 -18.55  -1.139
S2 -12.71 -1.55 -17.52  0.601
S3 -13.88 -2.32 -20.05  0.968
S4 -12.36 -4.93 -16.86  0.565
C4 -8.46 0.00 -19.39  0.030
C5 -7.19 -0.14 -18.79  -0.001
C6 -7.01 -0.77 -17.58  0.034
C7 -8.13 -1.37 -17.00  -0.194
N1 -9.37 -1.31 -17.55  -0.029
C8 -9.51 -0.65 -18.71  -0.104
C9 -8.02 -2.25 -15.81  -0.210
C10 -6.84 -2.46 -15.06  0.012
C11 -6.88 -3.27 -13.96  -0.004
C12 -8.06 -3.89 -13.64  -0.002
C13 -9.14 -3.75 -14.44  -0.145
N2 -9.12 -2.92 -15.48  -0.036
H1 -8.69 0.40 -20.35  0.116
H2 -6.41 0.28 -19.31  0.098
H3 -6.06 -0.94 -17.08  0.124
H4 -10.47 -0.67 -19.17  0.092
H5 -5.95 -1.91 -15.29  0.115
H6 -5.95 -3.29 -13.37  0.145
H7 -8.15 -4.59 -12.83  0.122
H8 -10.07 -4.27 -14.30  0.071
F1 -6.41 -4.28 -19.30  0.202
C14 -6.83 -5.06 -18.36  -0.703
F2 -6.37 -4.64 -17.20  0.166
F3 -6.45 -6.31 -18.61  0.164
S5 -8.69 -5.26 -18.24  0.640
O2 -9.23 -3.86 -18.14  -0.468
O3 -8.87 -5.87 -16.95  -0.272
N3 -9.31 -6.02 -19.40  -0.261
S6 -9.12 -5.89 -20.96  0.613
O4 -10.11 -6.68 -21.63  -0.252
O5 -7.76 -5.99 -21.35  -0.248
C15 -9.65 -4.07 -21.33  -0.650
F4 -10.05 -3.83 -22.59  0.148
F5 -8.66 -3.31 -21.09  0.181
F6 -10.71 -3.68 -20.55  0.064
C16 -14.51 -2.51 -11.57  -0.051
C17 -15.08 -2.87 -12.91  -0.279
C18 -16.41 -3.29 -12.90  -0.036
C19 -17.01 -3.68 -14.07  -0.061
C20 -16.33 -3.55 -15.26  -0.058
C21 -15.00 -3.12 -15.27  -0.171
C22 -14.34 -2.80 -14.11  -0.329
Sb1 -12.26 -2.37 -14.22  1.552
C23 -11.91 -0.24 -14.56  -0.341
C24 -10.57 0.10 -14.54  -0.187
C25 -10.08 1.31 -15.01  -0.074
C26 -11.00 2.31 -15.41  -0.038
C27 -12.34 1.95 -15.46  -0.035
C28 -12.80 0.68 -15.10  -0.330
C29 -14.28 0.45 -15.33  -0.062
C30 -11.39 -2.74 -12.30  -0.347
C31 -10.81 -1.72 -11.52  -0.126
C32 -10.14 -1.98 -10.35  -0.081
C33 -9.94 -3.30 -9.90  -0.064
C34 -10.51 -4.33 -10.63  -0.035
C35 -11.24 -4.04 -11.83  -0.342
C36 -11.89 -5.22 -12.44  -0.062
H9 -15.23 -1.86 -11.13  0.082
H10 -13.57 -1.94 -11.62  0.057
H11 -14.35 -3.37 -10.94  0.089
H12 -16.91 -3.36 -11.96  0.115
H13 -18.06 -4.01 -14.07  0.119
H14 -16.84 -3.86 -16.17  0.117
H15 -14.57 -3.17 -16.22  0.030
H16 -9.78 -0.68 -14.25  0.104
H17 -9.04 1.49 -14.96  0.091
H18 -10.64 3.24 -15.72  0.089
H19 -13.04 2.68 -15.79  0.113
H20 -14.80 1.03 -14.55  0.098
H21 -14.46 -0.64 -15.14  0.040
H22 -14.64 0.76 -16.29  0.077
H23 -10.88 -0.67 -11.84  0.102
H24 -9.76 -1.13 -9.77  0.117
H25 -9.34 -3.50 -9.03  0.109
H26 -10.37 -5.38 -10.32  0.128
H27 -11.20 -6.06 -12.43  0.092
H28 -12.21 -4.99 -13.44  0.030
H29 -12.82 -5.49 -11.93  0.102

relative energy (zero: lowest compared OMol25 entry of this formula, charge and spin): 0.00 kJ/mol
orbital gap: 6.3 eV
LUMO energy: -4.376 eV
HOMO level: -10.66 eV
total charge: +1
electronic energy: -141666.5169 eV
multiplicity: 1